[1]
{
  "formula": "C6H5N",
  "method": "ωB97M-V with the def2-TZVPD basis set",
  "homo_lumo_gap_ha": 0.3696,
  "smiles": "[H]/N=C(/C#C)CC#C",
  "multiplicity": 1,
  "total_charge": 0,
  "e_above_lowest_kj_mol": 364.92,
  "elements": ["C", "C", "C", "H", "H", "C", "H", "C", "H", "H", "C", "N"],
  "xyz": [[-1.907756, -0.530801, -1.066007], [1.727746, -0.395563, -0.260797], [-1.335938, -0.101243, -0.098669], [-2.322675, -0.964907, -1.934631], [0.099360, -0.573865, 1.393972], [2.466541, -1.304857, -0.518387], [0.208554, 2.383383, -0.731290], [0.808331, 0.699499, -0.077286], [-0.827924, 0.949294, 1.659744], [3.161864, -2.062961, -0.721721], [-0.376766, 0.238081, 0.912744], [1.057543, 1.789718, -0.664038]],
  "atomic_forces_ev_per_a": [[0.326, 0.260, 0.578], [0.499, -0.067, -0.170], [-1.023, -1.530, -0.750], [-0.343, 0.044, -0.216], [-0.241, -1.134, 0.741], [-0.405, 0.569, 0.314], [0.719, 0.002, 0.807], [0.065, 0.170, 1.690], [1.024, -0.276, -0.829], [0.333, -0.511, -0.136], [0.362, 2.427, -1.181], [-1.316, 0.046, -0.847]]
}

[2]
{
  "formula": "C24H33INO15S2",
  "method": "ωB97M-V with the def2-TZVPD basis set",
  "homo_lumo_gap_ha": 0.3044,
  "multiplicity": 1,
  "total_charge": -1,
  "elements": ["H", "H", "O", "H", "C", "O", "C", "H", "C", "O", "H", "O", "S", "H", "H", "O", "I", "H", "C", "H", "H", "O", "H", "C", "H", "H", "H", "H", "C", "S", "H", "C", "H", "H", "C", "H", "H", "C", "C", "H", "N", "H", "O", "H", "H", "H", "C", "H", "O", "C", "O", "H", "C", "O", "C", "O", "H", "O", "C", "H", "C", "C", "H", "C", "C", "C", "C", "O", "H", "C", "O", "H", "C", "H", "C", "O"],
  "xyz": [[-1.257929, -0.272820, 3.180413], [-2.067330, 6.797633, -5.032790], [4.272480, -4.367684, 0.518793], [-2.070517, 5.099852, 9.214552], [-2.279869, 1.718047, 4.943090], [-1.792296, 3.364150, -6.886100], [-1.087804, 6.233516, 6.786064], [3.993193, -2.593020, -2.110465], [0.192033, -0.323375, -1.362958], [-0.746919, 7.260361, 7.742323], [-1.339606, 4.080982, 7.089208], [-3.230722, -1.528909, -4.485065], [-1.596637, -0.051353, -1.284179], [-1.319433, 7.071420, -7.982014], [0.613957, 0.370633, -2.081063], [2.902636, -2.596858, 0.371103], [-0.165073, -3.376432, -0.644877], [0.738862, -9.290020, -1.506783], [5.433391, -4.849110, -0.182210], [3.087758, -9.495998, -1.097953], [0.672187, -9.109621, 0.245862], [1.745226, -6.678889, -1.701123], [-1.211489, 2.464074, -5.159067], [0.700614, -7.227483, -0.879653], [4.714078, -4.873698, -2.205447], [0.665041, -6.667767, 0.056545], [-1.945623, -0.338459, 5.480999], [3.030247, -8.391019, 0.295751], [0.760553, -1.698410, -1.612373], [-2.026176, -1.175774, -3.793180], [-0.488348, 7.193825, -5.733009], [-1.026870, 5.260561, 8.938430], [6.314410, -4.147264, -2.062432], [-2.806003, 5.280553, -8.548963], [-2.746476, 5.529877, -7.493752], [6.321373, -4.513519, 0.361242], [-0.250666, -7.111129, -1.391187], [2.612680, -8.608700, -0.688847], [-1.398315, 6.616841, -5.876443], [-2.040894, 1.514073, 1.814121], [-2.372612, -1.049226, -2.238459], [-3.739604, 5.465252, -7.047013], [-1.759073, 1.343929, -1.598850], [5.339776, -2.121666, -1.044721], [-3.678198, 1.443517, 2.479675], [-0.381975, 4.728742, 9.632097], [-2.580031, 0.236789, 4.812053], [-0.513268, 6.402188, 5.879344], [-2.266188, 2.291846, 3.732589], [-1.345078, 1.478765, -4.794022], [1.717446, -1.866485, -2.288071], [0.297817, 4.683301, 7.339624], [-0.745763, 6.751343, 8.994907], [-0.885851, -2.025229, -4.013212], [5.344236, -4.245800, -1.578125], [-1.056928, 5.222372, -5.890496], [5.410662, -5.936590, -0.187330], [3.900320, -7.105995, -2.114464], [-2.310083, -0.031692, 3.330303], [-3.627315, 0.078447, 5.077183], [3.812435, -3.229752, -0.069982], [-1.838767, 4.552013, -6.770947], [-2.757539, 7.722020, -7.196656], [-2.074655, 6.875414, -7.219800], [-0.759903, 4.915998, 7.473493], [1.087977, -8.687772, -0.666783], [4.639639, -2.919907, -1.301163], [-2.098258, 2.345921, 5.954131], [-2.898668, -0.835822, 2.898688], [-2.619326, 1.321404, 2.711300], [-1.963291, -0.398354, 0.070420], [-2.150134, 6.324461, 6.551942], [-1.555941, 0.362733, -4.415469], [0.526635, -0.037071, -0.366778], [2.866948, -7.410386, -1.587169], [-0.567643, 7.434658, 9.962330]],
  "atomic_forces_ev_per_a": [[0.001, -0.011, -0.052], [-0.027, -0.003, -0.009], [-0.028, -0.049, -0.020], [0.006, -0.009, 0.060], [-0.165, -0.025, 0.112], [0.050, 0.318, -0.329], [0.010, -0.109, -0.049], [-0.034, 0.135, 0.097], [-0.104, -0.113, 0.184], [0.017, 0.001, -0.069], [0.001, 0.066, -0.012], [-0.200, 0.006, -0.072], [-0.730, -0.389, 0.594], [0.017, 0.014, 0.009], [0.039, -0.063, -0.253], [0.072, -0.036, 0.384], [-0.158, -0.061, 0.085], [-0.019, 0.006, -0.006], [0.087, -0.054, -0.077], [0.156, 0.044, 0.061], [0.008, 0.060, 0.037], [0.030, -0.058, -0.065], [0.161, 0.023, -0.033], [-0.167, -0.120, 0.119], [0.016, -0.036, 0.025], [0.059, 0.046, -0.016], [-0.104, 0.033, 0.142], [0.050, -0.001, -0.008], [-0.002, 0.205, -0.528], [-0.370, -0.547, 0.091], [0.055, -0.078, 0.029], [0.238, 0.002, -0.330], [0.041, 0.024, 0.077], [-0.112, -0.119, 0.022], [0.289, 0.286, -0.014], [0.003, 0.025, -0.004], [0.068, 0.148, -0.113], [-0.336, -0.075, -0.150], [-0.045, 0.092, -0.031], [0.005, 0.111, 0.023], [0.669, 0.768, -0.457], [-0.021, -0.057, -0.027], [0.266, 0.202, -0.282], [-0.036, 0.048, 0.002], [-0.017, 0.012, 0.037], [-0.107, 0.032, 0.141], [0.246, -0.034, -0.324], [0.025, 0.099, 0.023], [-0.007, -0.036, -0.036], [0.029, -0.210, 0.156], [0.093, -0.159, 0.048], [0.008, 0.016, -0.022], [-0.165, -0.051, 0.129], [0.365, 0.013, 0.150], [-0.064, 0.114, -0.038], [0.078, 0.074, -0.006], [-0.087, 0.007, 0.037], [-0.031, -0.036, -0.075], [-0.031, 0.013, 0.195], [0.004, 0.000, 0.064], [0.088, 0.258, -0.228], [-0.272, -0.092, 0.005], [-0.024, -0.014, 0.060], [-0.059, -0.085, -0.029], [-0.051, -0.022, 0.141], [0.112, -0.009, 0.005], [0.085, -0.355, -0.122], [0.028, -0.046, -0.018], [-0.028, 0.038, -0.056], [0.062, -0.133, -0.270], [0.009, -0.224, 0.271], [-0.014, -0.009, 0.019], [-0.210, 0.082, 0.271], [0.003, 0.074, 0.128], [0.113, 0.013, 0.210], [0.067, 0.023, -0.015]]
}